# 1
Below is the molecule C23H29N3S in a non-equilibrium geometry, with properties calculated with wB97M-V/def2-TZVPD.

Each line ends with the Mulliken charge.
Geometry (Å):
S 0.800 0.510 -3.108  -0.388
C 1.556 -0.048 -1.743  0.185
N 2.014 -1.317 -1.636  -0.091
C 1.701 -2.333 -2.614  -1.178
C 0.220 -2.758 -2.594  -1.216
C -0.273 -2.973 -1.192  0.219
C -1.085 -2.024 -0.584  0.197
C -1.525 -2.199 0.717  -0.307
C -1.145 -3.322 1.432  -0.531
C -0.329 -4.270 0.838  -0.714
C 0.103 -4.097 -0.465  -0.213
N 1.801 0.815 -0.739  0.019
C 2.382 0.535 0.557  -0.649
C 1.385 -0.160 1.502  0.818
C 0.396 0.863 2.090  0.214
C 0.807 1.342 3.506  -0.913
C 1.597 2.632 3.246  -1.060
C 1.670 2.689 1.705  -0.005
C 2.857 1.861 1.162  -1.808
N 0.448 2.048 1.246  0.070
C -0.756 2.862 1.266  -1.022
C -1.858 2.110 0.566  0.304
C -2.950 1.619 1.267  -0.179
C -3.929 0.882 0.622  -0.762
C -3.822 0.624 -0.734  -0.245
C -2.738 1.115 -1.443  -0.874
C -1.763 1.853 -0.797  -0.230
H 2.226 -1.654 -0.710  0.332
H 1.939 -1.934 -3.603  0.498
H 2.348 -3.188 -2.407  0.460
H 0.118 -3.672 -3.182  0.526
H -0.368 -1.971 -3.066  0.330
H -1.378 -1.140 -1.132  0.141
H -2.168 -1.456 1.165  0.385
H -1.487 -3.461 2.448  0.436
H -0.032 -5.150 1.391  0.398
H 0.732 -4.846 -0.927  0.428
H 1.276 1.678 -0.781  0.272
H 3.255 -0.112 0.399  0.636
H 1.931 -0.666 2.300  0.523
H 0.830 -0.917 0.945  -1.366
H -0.609 0.439 2.087  0.281
H 1.402 0.591 4.023  0.380
H -0.079 1.537 4.110  0.345
H 2.584 2.624 3.703  0.476
H 1.061 3.503 3.623  0.328
H 1.728 3.717 1.340  0.729
H 3.389 2.419 0.390  0.387
H 3.563 1.650 1.965  0.532
H -0.536 3.785 0.720  0.380
H -1.075 3.134 2.285  0.418
H -3.038 1.814 2.328  0.344
H -4.773 0.505 1.180  0.398
H -4.582 0.043 -1.236  0.401
H -2.643 0.922 -2.501  0.359
H -0.922 2.228 -1.359  0.596

Calculated values
Multiplicity = 1
ΔE to the lowest compared entry with this formula, charge and spin = 0.9 kcal per mole
HOMO = -7.81 eV
Orbital gap = 8.52 eV
M = 379.57 Da
SMILES = S=C(NCCc1ccccc1)N[C@@H]1C[C@H]2CC[C@@H](C1)N2Cc1ccccc1

# 2
Below is a cluster of 2 separate species, C5H11N2 in total in a non-equilibrium geometry, with properties calculated with wB97M-V/def2-TZVPD.

Each line ends with the Mulliken charge.
Geometry (Å):
C 3.609 0.099 0.056  -0.406
C 2.513 0.707 0.086  0.437
C -0.638 0.482 -0.105  0.221
C 0.432 -1.753 0.196  -0.943
C -2.993 1.073 -0.164  -0.765
N -0.663 -0.776 0.254  -0.215
N -1.573 1.358 -0.354  -0.150
H 3.954 -0.759 -0.431  0.332
H 4.565 0.766 0.244  0.232
H 1.342 0.687 -0.097  -0.209
H 1.125 -1.540 -0.667  0.353
H 1.201 -1.680 1.066  0.342
H 0.008 -2.728 0.021  0.323
H -3.118 -0.090 -0.093  0.240
H -3.577 1.453 -0.934  0.337
H -3.448 1.515 0.805  0.281
H -1.479 -1.040 0.950  0.305
H -1.261 2.229 -0.833  0.286

Calculated values
Multiplicity = 1
ΔE to the lowest compared entry with this formula, charge and spin = 156.4 kcal per mole
HOMO (alpha / beta) = -12.11 / -13.86 eV
Orbital gap (alpha / beta) = 5.65 / 9.51 eV
M = 99.16 Da
Charge = +1

# 3
Below is a structure of composition C23H22F3N3O2OsSSb in a non-equilibrium geometry, with properties calculated with wB97M-V/def2-TZVPD.

Each line ends with the Mulliken charge.
Geometry (Å):
Os -0.256 -0.141 0.240  0.646
O -0.164 -0.863 2.090  -0.745
C 0.046 -0.147 3.196  0.691
C 0.210 -0.883 4.382  -0.203
C 0.486 -0.259 5.572  -0.610
C 0.604 1.138 5.636  -0.694
C 0.410 1.873 4.498  -0.850
C 0.129 1.261 3.255  0.758
C -0.207 2.123 2.170  -0.434
N -0.503 1.697 0.981  0.605
N -1.140 2.602 0.153  -0.990
C -1.705 1.967 -0.827  0.342
O -1.598 0.647 -0.956  -0.667
C -2.497 2.678 -1.839  0.617
C -2.844 4.014 -1.642  -0.439
C -3.580 4.682 -2.604  -0.649
C -3.970 4.023 -3.764  -0.368
C -3.624 2.694 -3.961  -0.728
C -2.891 2.018 -3.000  -0.309
H 0.104 -1.959 4.327  0.509
H 0.602 -0.851 6.470  0.422
H 0.821 1.626 6.575  0.438
H 0.460 2.954 4.534  0.405
H -0.340 3.185 2.359  0.489
H -2.535 4.516 -0.736  0.436
H -3.852 5.717 -2.450  0.398
H -4.545 4.549 -4.514  0.395
H -3.926 2.183 -4.865  0.406
H -2.617 0.982 -3.145  0.460
F 0.806 -3.484 -5.088  -0.289
C 0.779 -2.410 -4.294  0.637
F 0.111 -1.439 -4.933  -0.219
F 2.047 -1.985 -4.135  -0.212
C 0.149 -2.723 -2.961  -0.343
C -0.519 -3.912 -2.730  -0.141
C -1.128 -4.135 -1.499  -0.950
C -1.048 -3.160 -0.528  -0.402
N -0.385 -2.019 -0.739  -0.056
C 0.187 -1.779 -1.939  0.909
S 0.833 -0.155 -1.917  -0.415
H -0.571 -4.656 -3.513  0.561
H -1.660 -5.053 -1.299  0.445
H -1.503 -3.276 0.447  0.547
C 2.302 -2.626 1.574  -1.126
Sb 2.298 -0.699 0.689  0.661
C 3.224 0.521 2.156  -1.203
C 3.792 -1.028 -0.766  -1.248
H 3.332 -2.915 1.782  0.481
H 1.867 -3.335 0.872  0.347
H 1.721 -2.610 2.490  0.240
H 4.233 0.138 2.299  0.516
H 2.667 0.453 3.086  0.304
H 3.267 1.555 1.822  0.379
H 4.724 -1.223 -0.238  0.474
H 3.900 -0.172 -1.425  0.409
H 3.498 -1.897 -1.351  0.365

Calculated values
Multiplicity = 1
ΔE to the lowest compared entry with this formula, charge and spin = 1.0 kcal per mole
HOMO = -11.12 eV
Orbital gap = 6.71 eV
M = 773.50 Da
Charge = +1

# 4
Below is the ion C3H8N3 with charge +1 in a non-equilibrium geometry, with properties calculated with wB97M-V/def2-TZVPD.

Each line ends with the Mulliken charge.
Geometry (Å):
H -3.531 -0.180 0.679  0.292
N -2.680 -0.637 0.345  -0.495
N -1.830 0.258 0.428  -0.107
C -0.609 -0.383 0.103  0.291
C 0.461 -0.215 1.086  -0.535
N 0.514 0.606 -0.138  -0.051
C 1.484 0.273 -1.115  -0.839
H -0.742 -1.289 -0.431  0.473
H 0.312 0.343 2.006  0.286
H 1.022 -1.000 1.308  0.302
H 0.260 1.617 -0.165  0.368
H 1.754 -0.758 -1.098  0.337
H 1.245 0.505 -2.217  0.298
H 2.339 0.859 -0.792  0.379

Calculated values
Multiplicity = 1
ΔE to the lowest compared entry with this formula, charge and spin = 100.5 kcal per mole
HOMO = -14.65 eV
Orbital gap = 10.73 eV
M = 86.12 Da
SMILES = [H]/N=N/[C@@H]1C[N@H+]1C
Charge = +1

What is the formula in the third record?
C23H22F3N3O2OsSSb

The highest ΔE to the lowest compared entry with this formula, charge and spin belongs to which entry?
C5H11N2